Run i
Density functional theory data (ωB97M-V/def2-TZVPD) for the molecule C5H8S3.

Summary:
SMILES ... CC(=S)SC[C@H]1CS1
Highest occupied orbital energy ... -8.8 eV
Gap between HOMO and LUMO ... 8.5 eV

Cartesian coordinates (Å):
C1 -3.30 -1.00 0.02
C2 -2.18 -0.10 -0.08
S1 -2.30 1.50 -0.04
S2 -0.72 -1.03 0.03
C3 0.46 0.19 -0.13
C4 1.86 -0.30 0.54
C5 2.76 -1.04 -0.41
S3 3.30 0.75 0.04
H1 -3.07 -1.93 -0.41
H2 -3.35 -1.42 1.15
H3 -4.41 -0.67 -0.21
H4 -0.06 1.24 0.23
H5 0.88 0.44 -1.22
H6 1.96 -0.66 1.67
H7 3.53 -1.79 0.17
H8 2.51 -1.26 -1.49


Run ii
Density functional theory data (ωB97M-V/def2-TZVPD) for the molecule C5H8S3.

Summary:
SMILES ... C1SC[C@@H]2S[C@@H]2CS1
Highest occupied orbital energy ... -8.8 eV
Gap between HOMO and LUMO ... 9.5 eV

Cartesian coordinates (Å):
C1 -2.05 0.04 0.29
S1 -1.45 -1.56 -0.36
C2 0.25 -1.53 0.23
C3 1.18 -0.76 -0.65
S2 2.69 0.00 0.03
C4 1.19 0.74 -0.66
C5 0.28 1.53 0.24
S3 -1.43 1.57 -0.37
H1 -3.13 -0.03 0.12
H2 -1.92 0.01 1.33
H3 0.25 -1.17 1.25
H4 0.62 -2.55 0.30
H5 1.28 -1.24 -1.63
H6 1.33 1.19 -1.61
H7 0.28 1.18 1.27
H8 0.63 2.57 0.23


Stability ranking, top and bottom: run ii is the most stable and run i is the least stable.


Run i
Density functional theory data (ωB97M-V/def2-TZVPD) for the molecule C6H14O.

Summary:
SMILES ... CCCCCCO
Highest occupied orbital energy ... -10.3 eV
Gap between HOMO and LUMO ... 11.3 eV

Cartesian coordinates (Å):
C1 1.94 0.42 2.82
C2 1.71 0.30 1.30
C3 0.34 -0.26 0.92
C4 0.02 -0.03 -0.56
C5 -1.41 -0.36 -0.96
C6 -1.71 0.12 -2.37
O1 -3.06 -0.17 -2.68
H1 2.06 1.47 3.13
H2 2.83 -0.12 3.15
H3 1.09 0.03 3.39
H4 1.80 1.30 0.84
H5 2.49 -0.31 0.84
H6 0.29 -1.34 1.16
H7 -0.44 0.22 1.53
H8 0.73 -0.61 -1.18
H9 0.22 1.03 -0.78
H10 -1.61 -1.44 -0.90
H11 -2.12 0.13 -0.28
H12 -1.52 1.21 -2.43
H13 -1.02 -0.36 -3.08
H14 -3.24 0.17 -3.56


Run ii
Density functional theory data (ωB97M-V/def2-TZVPD) for a cluster of 2 separate species, C6H14O in total.

Summary:
SMILES ... C=C(CC)CC.O
Highest occupied orbital energy ... -9.2 eV
Gap between HOMO and LUMO ... 10.3 eV

Cartesian coordinates (Å):
C1 -2.23 0.29 0.55
C2 -1.18 -0.36 0.11
C3 -0.07 -0.69 1.08
C4 0.07 -2.22 1.26
C5 -0.86 -0.74 -1.32
C6 -2.09 -0.76 -2.27
H1 -2.35 0.57 1.59
H2 -3.15 0.55 0.02
H3 -0.26 -0.28 2.07
H4 0.86 -0.28 0.70
H5 0.64 -2.70 0.46
H6 -0.95 -2.62 1.30
H7 0.52 -2.43 2.23
H8 -0.43 -1.74 -1.27
H9 -0.12 -0.06 -1.72
H10 -2.56 -1.74 -2.26
H11 -1.68 -0.58 -3.26
H12 -2.82 0.00 -1.99
O1 5.01 3.74 0.58
H13 5.89 3.52 0.34
H14 5.05 4.61 0.96


Stability ranking, top and bottom: run i is the most stable and run ii is the least stable.


Run i
Density functional theory data (ωB97M-V/def2-TZVPD) for a cluster of 2 separate species, C6H14O in total.

Summary:
SMILES ... C=CCCC.CO
Highest occupied orbital energy ... -9.9 eV
Gap between HOMO and LUMO ... 10.9 eV

Cartesian coordinates (Å):
C1 0.05 -1.54 -1.71
C2 0.85 -0.55 -1.32
C3 1.29 -0.29 0.09
C4 1.19 1.19 0.47
C5 1.68 1.48 1.88
H1 -0.21 -1.69 -2.76
H2 -0.36 -2.26 -1.00
H3 1.25 0.13 -2.08
H4 2.34 -0.61 0.21
H5 0.70 -0.90 0.78
H6 0.15 1.53 0.36
H7 1.78 1.78 -0.25
H8 1.66 2.55 2.10
H9 2.72 1.13 2.01
H10 1.07 0.96 2.63
C6 -2.89 -0.59 0.03
O1 -2.63 -0.08 -1.25
H11 -3.85 -1.13 0.01
H12 -2.97 0.20 0.79
H13 -2.13 -1.31 0.37
H14 -1.68 0.00 -1.35


Run ii
Density functional theory data (ωB97M-V/def2-TZVPD) for a cluster of 2 separate species, C6H14O in total.

Summary:
SMILES ... C=CCCCC.O
Highest occupied orbital energy ... -9.6 eV
Gap between HOMO and LUMO ... 10.4 eV

Cartesian coordinates (Å):
C1 -1.84 0.37 -1.86
C2 -1.74 -0.54 -0.84
C3 -0.42 -1.56 -0.75
C4 0.28 -0.95 0.45
C5 1.78 -0.80 0.30
C6 2.36 -0.35 1.72
H1 -0.98 0.50 -2.59
H2 -2.57 1.07 -2.01
H3 -2.41 -0.72 -0.14
H4 -0.68 -2.52 -0.47
H5 0.14 -1.69 -1.71
H6 -0.18 -0.04 0.87
H7 0.05 -1.63 1.39
H8 2.20 -0.40 -0.57
H9 2.31 -1.77 0.09
H10 3.49 -0.17 1.65
H11 2.05 -0.93 2.49
H12 1.81 0.73 1.78
O1 -0.71 3.16 0.49
H13 -0.61 2.47 1.18
H14 -1.49 2.78 0.07


Stability ranking, top and bottom: run i is the most stable and run ii is the least stable.


Run i
Density functional theory data (ωB97M-V/def2-TZVPD) for the molecule C6H14O.

Summary:
SMILES ... CC(C)C[C@@H](C)O
Highest occupied orbital energy ... -10.2 eV
Gap between HOMO and LUMO ... 11.1 eV

Cartesian coordinates (Å):
C1 -1.40 -1.10 -0.85
C2 -1.19 -0.35 0.47
C3 -2.26 0.73 0.65
C4 0.23 0.26 0.68
C5 1.28 0.03 -0.39
C6 2.57 0.77 -0.03
O1 1.53 -1.37 -0.45
H1 -2.43 -1.48 -0.90
H2 -0.71 -1.93 -0.94
H3 -1.27 -0.44 -1.71
H4 -1.33 -1.09 1.27
H5 -3.27 0.29 0.68
H6 -2.22 1.44 -0.18
H7 -2.11 1.29 1.58
H8 0.64 -0.13 1.62
H9 0.14 1.35 0.82
H10 0.91 0.39 -1.36
H11 2.99 0.34 0.89
H12 2.39 1.84 0.13
H13 3.32 0.67 -0.83
H14 2.17 -1.52 -1.16


Run ii
Density functional theory data (ωB97M-V/def2-TZVPD) for a cluster of 2 separate species, C6H14O in total.

Summary:
SMILES ... C=CCCCC.O
Highest occupied orbital energy ... -9.4 eV
Gap between HOMO and LUMO ... 10.0 eV

Cartesian coordinates (Å):
C1 -1.57 -1.92 0.57
C2 -1.56 -0.57 0.55
C3 -1.43 0.39 1.77
C4 -0.72 1.67 1.46
C5 0.54 1.36 0.44
C6 1.52 0.45 1.04
H1 -1.17 -2.53 1.48
H2 -1.82 -2.37 -0.47
H3 -1.50 -0.05 -0.36
H4 -2.53 0.89 2.12
H5 -1.01 -0.20 2.53
H6 -1.48 2.32 0.97
H7 -0.24 2.11 2.41
H8 0.86 2.44 0.28
H9 0.13 1.17 -0.59
H10 2.57 0.87 0.79
H11 1.32 -0.58 0.66
H12 1.39 0.32 2.11
O1 2.30 -1.36 -4.75
H13 2.66 -0.52 -4.84
H14 1.70 -1.29 -4.03


Run iii
Density functional theory data (ωB97M-V/def2-TZVPD) for a cluster of 2 separate species, C6H14O in total.

Summary:
SMILES ... C/C=C(\C)CC.O
Highest occupied orbital energy ... -8.1 eV
Gap between HOMO and LUMO ... 8.8 eV

Cartesian coordinates (Å):
C1 -1.90 0.00 0.69
C2 -0.84 0.94 0.47
C3 0.56 0.54 0.54
C4 0.77 -0.87 -0.01
C5 1.66 1.48 0.84
C6 2.44 1.87 -0.41
H1 -1.88 -0.46 1.80
H2 -2.07 -0.77 -0.10
H3 -2.85 0.49 0.80
H4 -0.98 1.99 0.55
H5 1.84 -0.92 -0.04
H6 0.37 -1.54 0.76
H7 0.45 -1.18 -0.96
H8 1.31 2.45 1.30
H9 2.19 0.98 1.62
H10 3.14 2.85 -0.26
H11 3.11 1.04 -0.83
H12 1.85 2.25 -1.33
O1 -2.84 -3.99 -1.66
H13 -2.55 -3.08 -1.98
H14 -3.77 -4.07 -1.78


Stability ranking, top and bottom: run i is the most stable and run ii is the least stable.


Run i
Density functional theory data (ωB97M-V/def2-TZVPD) for a cluster of 2 separate species, C6H14O in total.

Summary:
SMILES ... C=C(C)CCC.O
Highest occupied orbital energy ... -9.1 eV
Gap between HOMO and LUMO ... 10.0 eV

Cartesian coordinates (Å):
C1 0.07 1.35 1.05
C2 0.30 0.22 0.38
C3 -0.22 -1.09 0.88
C4 1.25 0.26 -0.78
C5 0.62 0.48 -2.22
C6 -0.66 -0.28 -2.37
H1 -0.50 1.26 2.00
H2 0.38 2.37 0.84
H3 -0.25 -1.87 0.13
H4 0.18 -1.58 1.75
H5 -1.33 -1.01 1.08
H6 1.77 -0.76 -0.75
H7 2.06 0.96 -0.69
H8 1.43 0.32 -2.93
H9 0.49 1.60 -2.28
H10 -1.14 -0.20 -3.34
H11 -1.23 -0.08 -1.46
H12 -0.60 -1.39 -2.27
O1 -1.20 -0.21 3.47
H13 -1.05 0.25 4.33
H14 -0.38 -0.61 3.18


Run ii
Density functional theory data (ωB97M-V/def2-TZVPD) for the molecule C6H14O.

Summary:
SMILES ... CC(C)C[C@@H](C)O
Highest occupied orbital energy ... -10.2 eV
Gap between HOMO and LUMO ... 11.2 eV

Cartesian coordinates (Å):
C1 -1.73 -0.58 -1.20
C2 -1.12 -0.33 0.18
C3 -2.13 0.31 1.13
C4 0.15 0.53 0.12
C5 1.42 -0.22 -0.25
C6 2.65 0.68 -0.13
O1 1.53 -1.32 0.64
H1 -2.67 -1.15 -1.11
H2 -1.06 -1.14 -1.85
H3 -1.97 0.37 -1.69
H4 -0.82 -1.30 0.61
H5 -3.04 -0.29 1.23
H6 -2.42 1.31 0.77
H7 -1.69 0.43 2.13
H8 0.32 0.98 1.11
H9 0.00 1.36 -0.58
H10 1.34 -0.59 -1.29
H11 2.76 0.99 0.91
H12 2.56 1.57 -0.75
H13 3.56 0.15 -0.43
H14 2.36 -1.77 0.46


Run iii
Density functional theory data (ωB97M-V/def2-TZVPD) for a structure of composition C6H14O.

Summary:
Highest occupied orbital energy ... -8.0 eV
Gap between HOMO and LUMO ... 9.0 eV

Cartesian coordinates (Å):
C1 -0.01 -0.65 0.39
C2 0.45 -0.16 -0.87
C3 -1.54 0.53 0.42
C4 1.93 -1.36 -1.02
C5 1.05 1.22 -0.96
C6 -1.77 0.93 1.87
O1 -0.48 -1.93 0.54
H1 -0.97 -2.19 -0.26
H2 0.60 -0.40 1.25
H3 -0.17 -0.44 -1.72
H4 -2.32 -0.14 0.05
H5 -1.57 1.41 -0.23
H6 1.56 1.48 -0.03
H7 1.78 1.25 -1.77
H8 2.22 -1.26 -2.06
H9 2.72 -1.00 -0.36
H10 1.68 -2.39 -0.80
H11 0.29 1.97 -1.17
H12 -1.77 0.06 2.52
H13 -2.72 1.45 2.00
H14 -0.97 1.61 2.20


Stability ranking, top and bottom: run ii is the most stable and run iii is the least stable.


Run i
Density functional theory data (ωB97M-V/def2-TZVPD) for a cluster of 2 separate species, C6H14O in total.

Summary:
SMILES ... C=C(CC)CC.O
Highest occupied orbital energy ... -9.5 eV
Gap between HOMO and LUMO ... 10.4 eV

Cartesian coordinates (Å):
C1 1.47 -0.75 0.36
C2 0.30 -0.15 0.38
C3 0.12 1.30 0.73
C4 -0.89 2.11 -0.06
C5 -1.08 -0.92 0.25
C6 -2.03 -0.96 1.41
H1 2.44 -0.27 0.28
H2 1.57 -1.81 0.63
H3 -0.27 1.37 1.77
H4 1.13 1.75 0.67
H5 -0.65 2.08 -1.14
H6 -1.89 1.68 -0.05
H7 -0.82 3.14 0.31
H8 -1.38 -0.64 -0.75
H9 -0.70 -1.93 0.16
H10 -1.85 -1.56 2.30
H11 -2.37 0.07 1.63
H12 -3.06 -1.24 1.07
O1 2.11 -0.56 -2.55
H13 1.83 -0.40 -1.64
H14 1.76 -1.39 -2.85


Run ii
Density functional theory data (ωB97M-V/def2-TZVPD) for the molecule C6H14O.

Summary:
SMILES ... CC(C)C[C@@H](C)O
Highest occupied orbital energy ... -10.2 eV
Gap between HOMO and LUMO ... 11.1 eV

Cartesian coordinates (Å):
C1 -1.54 -0.74 -1.08
C2 -1.09 -0.33 0.32
C3 -2.20 0.44 1.03
C4 0.20 0.50 0.32
C5 1.43 -0.18 -0.23
C6 2.74 0.54 -0.05
O1 1.52 -1.55 0.14
H1 -2.49 -1.28 -1.04
H2 -0.82 -1.41 -1.58
H3 -1.69 0.14 -1.72
H4 -0.87 -1.25 0.89
H5 -3.12 -0.14 1.07
H6 -2.42 1.37 0.50
H7 -1.91 0.70 2.05
H8 0.41 0.84 1.35
H9 0.08 1.40 -0.30
H10 1.28 -0.26 -1.38
H11 2.98 0.69 1.01
H12 2.65 1.51 -0.54
H13 3.54 -0.04 -0.51
H14 1.40 -1.57 -0.83


Stability ranking, top and bottom: run ii is the most stable and run i is the least stable.